(1)
Density functional theory data (ωB97M-V/def2-TZVPD) for 2 unconnected molecules or ions with the total composition C4H8N4O3S.

**Charge**: 0
**SMILES**: [H]/N=C(/N)OS(=O)(=O)/C=C/C.N#N
**Strongest force on any atom**: 6.759 eV/Å
**LUMO**: 0.798 eV
**Frontier orbital gap**: 0.400 Ha
**Energy relative to the best compared isomer or geometry (same formula, charge and spin)**: 0.0 kcal/mol

```
20
C4H8N4O3S, DFT ωB97M-V/def2-TZVPD
C -2.0541 1.3964 -0.2755
C 0.3359 -1.7153 0.2603
C -0.6029 -1.0232 -0.4311
C 1.7954 -1.8803 -0.1119
N 1.4124 2.7178 1.3216
N 2.3979 2.2847 1.5366
N -1.5944 1.2371 -1.3639
N -1.8904 2.4767 0.4861
O -2.6746 0.3618 0.5019
O -2.9839 -1.6112 -1.0536
O -2.3974 -1.9392 1.2313
S -2.2792 -1.1469 0.0763
H -0.1530 -2.1310 1.2124
H -0.4812 -0.6106 -1.3228
H 2.2696 -2.8019 0.1148
H 2.2385 -0.9591 0.2875
H 1.9849 -1.6268 -1.2084
H -1.9018 0.3092 -1.7852
H -1.9509 2.3737 1.4691
H -1.2724 3.1199 0.0628
```

Mulliken population analysis, charges in e, atoms 1 to 4: atom 1 (C): 0.698, atom 2 (C): -0.024, atom 3 (C): -0.472, atom 4 (C): -1.074

***

(2)
Density functional theory data (ωB97M-V/def2-TZVPD) for a molecular structure, C8H16BNO4.

**Charge**: 0
**Strongest force on any atom**: 5.488 eV/Å
**LUMO (spin up / spin down)**: 0.198 / 0.198 eV
**Frontier orbital gap (spin up / spin down)**: 0.271 / 0.271 Ha
**Energy relative to the best compared isomer or geometry (same formula, charge and spin)**: 89.0 kcal/mol

```
30
C8H16BNO4, DFT ωB97M-V/def2-TZVPD
B -0.7680 -0.2946 -0.3014
C -2.2158 1.1348 -0.1919
C -0.0418 -0.8537 1.0627
C 0.3518 0.3628 -1.0371
C 1.4689 -0.5282 0.8783
C 1.6048 0.5105 -0.1993
C 1.5207 1.8649 0.4922
C 2.9357 0.3816 -0.9748
C -3.1365 -1.0855 0.5143
N -4.4401 -1.2010 -0.0032
O -2.1549 1.8529 -1.3440
O -2.3998 1.5944 0.8918
O 2.2348 -1.6778 0.6398
O -2.2413 -0.3124 -0.4597
H -0.4121 -0.2708 2.0649
H -0.1866 -2.0342 1.1891
H 0.3045 1.0968 -1.8261
H 1.8013 -0.1091 1.8349
H 2.5151 2.0825 0.8186
H 0.6730 1.9380 1.2150
H 1.2546 2.4908 -0.2994
H 3.2500 1.3603 -1.5966
H 2.8134 -0.4876 -1.6886
H 3.8060 0.0157 -0.4235
H -3.2611 -0.4661 1.3623
H -2.5034 -1.9708 0.6278
H -4.4774 -1.3093 -1.0118
H -4.7466 -0.2370 0.1100
H -2.0887 2.8208 -0.9717
H 1.7948 -2.2692 1.1249
```

Mulliken population analysis, charges in e, atoms 1 to 4: atom 1 (B): 0.335, atom 2 (C): 0.616, atom 3 (C): -0.668, atom 4 (C): -1.285

***

Q: Among the records above, which one has the highest strongest force on any atom?
A: C4H8N4O3S

***

Q: Number 1 is which compound?
A: C4H8N4O3S

***

Q: Which formula does entry 1 have?
A: C4H8N4O3S